Molecular formula: C25H27IN2O5Sn
Method: DFT, ωB97M-V with the def2-TZVPD basis set

## Properties
- charge = +2
- E_tot (Ha) = -1965.95132
- energy above the lowest of the compared OMol25 structures with the same formula, charge and spin (kcal per mole) = 5.0
- frontier orbital gap (Ha) = 0.2155
- multiplicity = 1

Atoms and positions in Å:
1 Sn 0.034 0.138 -0.065
2 C -3.431 0.448 0.203
3 O -2.320 0.787 -0.637
4 C -2.620 0.652 -2.019
5 C -1.412 1.161 -2.762
6 O -0.193 0.529 -2.277
7 C 0.222 -0.680 -2.980
8 C -0.681 -1.837 -2.609
9 O -0.960 -1.737 -1.209
10 C -1.548 -2.933 -0.668
11 H -4.247 1.154 0.043
12 H -3.097 0.503 1.235
13 H -3.777 -0.567 -0.010
14 H -3.483 1.263 -2.300
15 H -2.861 -0.387 -2.247
16 H -1.277 2.223 -2.588
17 H -1.504 1.004 -3.837
18 H 1.238 -0.859 -2.651
19 H 0.232 -0.507 -4.055
20 H -0.185 -2.782 -2.840
21 H -1.633 -1.811 -3.144
22 H -0.861 -3.772 -0.783
23 H -2.485 -3.145 -1.184
24 H -1.750 -2.752 0.382
25 C -0.836 5.458 -1.920
26 C -1.751 5.246 -0.896
27 C -1.595 4.171 -0.035
28 C -0.511 3.324 -0.222
29 C 0.399 3.513 -1.252
30 C 0.241 4.598 -2.099
31 N -0.312 2.198 0.633
32 N -0.776 2.224 1.780
33 C -0.830 0.996 2.511
34 C -0.929 1.062 3.899
35 C -0.928 -0.122 4.612
36 C -0.819 -1.348 3.947
37 C -0.712 -1.411 2.560
38 C -0.750 -0.207 1.870
39 H -0.959 6.306 -2.580
40 H -2.579 5.928 -0.762
41 H -2.283 3.994 0.780
42 H 1.235 2.829 -1.362
43 H 0.955 4.780 -2.891
44 H -0.987 2.029 4.381
45 H -0.992 -0.099 5.691
46 H -0.811 -2.268 4.516
47 H -0.599 -2.370 2.077
48 I 6.777 -5.254 1.780
49 C 5.296 -3.866 1.359
50 C 4.263 -4.204 0.486
51 C 3.288 -3.273 0.190
52 C 3.327 -2.012 0.789
53 C 4.356 -1.681 1.672
54 C 5.347 -2.603 1.945
55 C 2.281 -1.033 0.533
56 O 1.951 -0.135 1.321
57 O 1.576 -1.111 -0.585
58 H 4.232 -5.187 0.037
59 H 2.500 -3.517 -0.510
60 H 4.378 -0.702 2.132
61 H 6.156 -2.347 2.614

Results of the Löwdin charge analysis, in e, for atoms 1 through 2: number 1, Sn, carries 1.5708; number 2, C, carries -0.0188



Molecular formula: C25H27N2O6
Method: DFT, ωB97M-V with the def2-TZVPD basis set

## Properties
- charge = -1
- E_tot (Ha) = -1529.78973
- frontier orbital gap (Ha) = 0.2131
- multiplicity = 1

Atoms and positions in Å:
1 C 2.687 4.757 -3.312
2 N 1.316 4.318 -3.162
3 C 0.356 4.975 -4.028
4 C 0.939 3.381 -2.232
5 C -0.335 3.488 -1.614
6 C -0.792 2.514 -0.744
7 C -0.071 1.293 -0.595
8 C -0.615 0.199 0.167
9 C -1.911 -0.101 0.358
10 C -2.307 -1.064 1.436
11 O -1.597 -1.929 1.898
12 O -3.582 -0.919 1.899
13 C -4.203 0.356 1.587
14 C -5.681 0.215 1.952
15 C -3.504 1.479 2.337
16 O -4.207 0.535 0.150
17 C -3.008 0.442 -0.495
18 O -2.909 0.767 -1.654
19 C 1.221 1.207 -1.182
20 C 1.760 2.256 -1.910
21 H 3.289 4.368 -2.485
22 H 3.116 4.411 -4.264
23 H 2.735 5.859 -3.311
24 H -0.634 4.512 -3.941
25 H 0.269 6.048 -3.799
26 H 0.689 4.904 -5.074
27 H -0.982 4.346 -1.829
28 H -1.706 2.659 -0.168
29 H 0.194 -0.662 0.680
30 H -6.116 -0.622 1.398
31 H -5.794 0.022 3.019
32 H -6.217 1.127 1.681
33 H -2.411 1.469 2.218
34 H -3.904 2.452 2.021
35 H -3.719 1.341 3.406
36 H 1.775 0.271 -1.044
37 H 2.774 2.173 -2.316
38 C 2.464 -5.786 -1.453
39 C 1.720 -4.636 -1.719
40 C 1.303 -3.796 -0.678
41 C 1.670 -4.101 0.643
42 C 1.323 -3.165 1.790
43 C 1.883 -1.719 1.739
44 C 2.519 -1.238 3.051
45 O 1.802 -0.085 3.496
46 C 0.806 0.211 2.578
47 O -0.014 1.109 2.749
48 N 0.931 -0.665 1.533
49 C 2.366 -5.289 0.915
50 C 2.778 -6.115 -0.130
51 H 2.824 -6.413 -2.267
52 H 1.446 -4.385 -2.741
53 H 0.697 -2.904 -0.872
54 H 0.231 -3.075 1.903
55 H 1.717 -3.588 2.726
56 H 2.635 -1.702 0.936
57 H 2.493 -1.974 3.864
58 H 3.562 -0.969 2.832
59 H 2.598 -5.538 1.956
60 H 3.331 -7.022 0.098

Results of the Löwdin charge analysis, in e, for atoms 1 through 2: number 1, C, carries -0.0811; number 2, N, carries -0.2252



Molecular formula: C25H27N3O3S
Method: DFT, ωB97M-V with the def2-TZVPD basis set

## Properties
- E_tot (Ha) = -1756.98324
- energy above the lowest of the compared OMol25 structures with the same formula, charge and spin (kcal per mole) = 55.4
- SMILES = COc1ccc(/C=N/S(=O)(=O)c2ccc(C)cc2)cc1.C=C1N(C)c2ccccc2N1C
- frontier orbital gap (Ha) = 0.2413
- multiplicity = 1

Atoms and positions in Å:
1 C -1.170 -2.502 2.375
2 N -0.709 -1.143 2.310
3 C -1.547 -0.047 2.327
4 C -2.920 -0.049 2.429
5 N -0.710 1.051 2.319
6 C -1.174 2.409 2.373
7 C 0.619 0.653 2.337
8 C 0.619 -0.745 2.331
9 C 1.801 -1.482 2.376
10 C 2.997 -0.752 2.413
11 C 2.997 0.658 2.418
12 C 1.802 1.389 2.387
13 H -0.289 -3.148 2.320
14 H -1.709 -2.694 3.315
15 H -1.842 -2.724 1.535
16 H -3.424 0.906 2.439
17 H -3.424 -1.003 2.393
18 H -0.295 3.059 2.323
19 H -1.841 2.626 1.528
20 H -1.723 2.609 3.306
21 H 1.751 -2.571 2.374
22 H 3.951 -1.279 2.439
23 H 3.953 1.183 2.445
24 H 1.753 2.478 2.393
25 C -10.151 0.736 4.023
26 O -9.357 -0.425 3.700
27 C -8.092 -0.489 4.190
28 C -7.348 -1.649 3.855
29 C -6.062 -1.781 4.321
30 C -5.481 -0.769 5.120
31 C -4.127 -0.911 5.602
32 N -3.554 -0.002 6.318
33 S -1.969 -0.346 6.858
34 C -1.613 1.119 7.814
35 C -1.021 2.219 7.188
36 C -0.692 3.335 7.953
37 C -0.938 3.353 9.330
38 C -0.568 4.561 10.134
39 C -1.521 2.237 9.942
40 C -1.857 1.115 9.191
41 O -1.996 -1.466 7.766
42 O -1.086 -0.366 5.706
43 C -6.219 0.382 5.451
44 C -7.519 0.532 4.995
45 H -11.101 0.553 3.525
46 H -10.299 0.828 5.107
47 H -9.688 1.654 3.636
48 H -7.819 -2.412 3.238
49 H -5.466 -2.662 4.083
50 H -3.622 -1.849 5.330
51 H -0.824 2.189 6.117
52 H -0.232 4.203 7.476
53 H -0.819 4.415 11.185
54 H 0.503 4.775 10.065
55 H -1.092 5.454 9.777
56 H -1.709 2.247 11.018
57 H -2.305 0.240 9.657
58 H -5.757 1.150 6.070
59 H -8.095 1.422 5.252

Results of the Löwdin charge analysis, in e, for atoms 1 through 2: number 1, C, carries -0.0196; number 2, N, carries -0.0432